H2NOS2 | ωB97M-V/def2-TZVPD

Each line ends with the natural charge from an NBO analysis.
Cartesian coordinates (Å):
S  -1.046663  1.163286  -1.255970  -0.7250
S  0.149472  0.272529  0.003798  1.7172
O  1.316447  1.064060  0.281775  -1.0142
N  0.413352  -1.200359  -0.226323  -1.2289
H  -0.306438  -1.766767  0.028304  0.3470
H  -0.526169  0.467251  1.168417  -0.0961

Forces on the atoms, in the same order (eV/Å):
S -0.5 0.1 -0.5
S -1.1 0.7 0.7
O 1.6 0.4 -0.2
N 3.0 1.1 -0.6
H -2.6 -1.9 0.6
H -0.4 -0.5 0.1

Output
LUMO level: 0.144 hartree
HOMO level: -3.6 eV
Energy relative to the best compared isomer or geometry (same formula, charge and spin): 13.45 kcal/mol
Multiplicity: 1
Net charge: -1
Kohn-Sham gap: 7.5 eV